Record 1
Entry from the OMol25 dataset: a cluster of 2 separate species, C4H8O2 in total (ωB97M-V/def2-TZVPD).

Each line ends with the natural charge from an NBO analysis.
CARTESIAN COORDINATES (ANGSTROEM)
C -0.8974 -0.5209 -0.1781  -0.49
C -0.2617 0.7637 -0.4825  0.43
O -0.1278 1.6599 0.3240  -0.59
C 0.5632 -1.0217 0.3268  -0.52
C 1.9211 -0.2078 0.4276  0.43
O 2.9664 -0.7497 0.1691  -0.51
H -2.5779 1.3341 -0.3586  -0.05
H -1.3004 -1.0899 -1.0324  0.23
H -1.6505 -0.5039 0.6204  0.24
H 0.2628 0.7378 -1.4572  0.13
H -2.0829 1.7544 0.0010  0.04
H 0.8401 -1.8921 -0.2535  0.24
H 0.3833 -1.2433 1.3782  0.25
H 1.9096 0.8183 0.8466  0.15

Atoms 1-3, force components in eV/Å:
C 0.82 -0.14 0.32
C -0.10 0.78 -0.04
O 0.19 0.11 -0.57

## Properties
* energy relative to the best compared isomer or geometry (same formula, charge and spin): 85.9 kcal per mole
* E_LUMO: 0.72 eV
* frontier orbital gap: 0.4004 Eh
* molecular weight: 88.1 g/mol
* SMILES string: O=CCCC=O.[H][H]
* highest occupied orbital energy: -10.2 eV
* total energy: -8369.5552 eV

Record 2
Entry from the OMol25 dataset: a cluster of 10 separate species, C46H96O34P4 in total at a distorted geometry (ωB97M-V/def2-TZVPD).

Each line ends with the Mulliken charge.
CARTESIAN COORDINATES (ANGSTROEM)
C 0.0158 -1.1058 -6.1239  -0.63
O -0.7351 -2.0204 -6.9751  -0.30
C -0.7858 -1.7764 -8.2832  0.75
O -0.2699 -0.9114 -8.9242  -0.52
O -1.5381 -2.8002 -8.8994  -0.32
C -1.6583 -2.7148 -10.3168  -0.66
H -0.1008 -1.2423 -5.0488  0.26
H -0.2708 -0.0934 -6.4086  0.30
H 1.0848 -1.0873 -6.3359  0.30
H -1.9811 -3.6460 -10.7824  0.26
H -0.6729 -2.4506 -10.7005  0.29
H -2.4193 -2.0740 -10.7621  0.28
C -1.4676 0.5945 13.3257  -0.66
O -2.2374 1.1400 12.2769  -0.30
C -1.9884 0.6043 11.0953  0.85
O -1.0812 -0.1963 10.8193  -0.59
O -2.7558 1.1695 10.1713  -0.32
C -2.4840 0.9428 8.8074  -0.63
H -1.8507 -0.4084 13.5148  0.29
H -1.4254 1.1448 14.2656  0.25
H -0.4311 0.4217 13.0361  0.30
H -3.4369 0.8666 8.2836  0.23
H -1.9579 -0.0002 8.6589  0.33
H -2.0638 1.7987 8.2791  0.26
C 8.1118 -2.7839 -6.8348  -1.07
C 6.8225 -3.5917 -6.8877  -0.27
O 6.9298 -4.6069 -5.9459  -0.15
P 7.0488 -4.4854 -4.3216  0.82
O 8.2380 -3.7694 -3.8012  -0.76
O 6.8170 -5.9861 -3.8047  -0.30
C 5.8510 -6.8419 -4.3147  -0.21
C 6.5650 -7.8885 -5.1295  -1.20
O 5.6513 -3.7260 -3.9219  -0.24
C 5.4066 -3.2895 -2.6329  -0.36
C 4.2764 -4.0446 -2.0006  -0.94
H 8.9171 -3.4668 -7.1054  0.26
H 8.0583 -1.9301 -7.5103  0.40
H 8.3209 -2.3549 -5.8549  0.33
H 5.9487 -2.9805 -6.6618  0.24
H 6.5704 -3.9057 -7.9006  0.35
H 5.4402 -7.2691 -3.3999  0.35
H 4.9924 -6.3318 -4.7514  0.37
H 6.8706 -7.4389 -6.0743  0.27
H 7.4335 -8.3216 -4.6331  0.29
H 5.8796 -8.7313 -5.2190  0.39
H 6.2589 -3.4484 -1.9723  0.31
H 5.2584 -2.2107 -2.6806  0.34
H 4.4193 -5.1101 -2.1807  0.17
H 4.0724 -3.8763 -0.9432  0.37
H 3.3770 -3.6880 -2.5026  0.25
C 2.1325 9.3808 -1.1497  -1.12
C 1.7131 8.0696 -1.8649  -0.29
O 1.0131 8.3707 -3.0556  -0.22
P -0.5634 7.8346 -3.2798  0.80
O -0.8739 6.4630 -2.7508  -0.66
O -1.3734 9.0738 -2.5682  -0.24
C -2.8537 9.1004 -2.5063  -0.35
C -3.4694 9.4526 -3.8804  -0.91
O -0.7734 8.1596 -4.8910  -0.25
C -0.1151 7.4492 -5.8875  -0.33
C 1.0571 8.3696 -6.3775  -0.89
H 2.7336 10.0538 -1.7612  0.29
H 1.2668 9.9599 -0.8285  0.27
H 2.7428 9.1809 -0.2689  0.38
H 2.6849 7.6345 -2.0980  0.27
H 1.2432 7.3275 -1.2195  0.35
H -3.1445 8.1512 -2.0563  0.32
H -3.1535 9.9089 -1.8396  0.26
H -3.2380 10.4575 -4.2334  0.25
H -3.2724 8.6515 -4.5928  0.26
H -4.5445 9.5032 -3.7079  0.39
H 0.2061 6.4711 -5.5293  0.32
H -0.8089 7.3134 -6.7172  0.30
H 1.8077 7.8868 -7.0032  0.36
H 0.7600 9.3147 -6.8321  0.29
H 1.6242 8.6324 -5.4844  0.17
C -6.2880 -2.6552 -5.5699  -1.06
C -5.8968 -2.1502 -4.1681  -0.35
O -6.7779 -1.1286 -3.6510  -0.34
P -6.0021 0.2071 -3.1822  0.92
O -4.5834 0.0322 -2.7592  -0.65
O -6.2317 1.3330 -4.3674  -0.25
C -5.5652 1.2250 -5.6186  0.04
C -4.5899 2.3866 -5.5507  -1.20
O -7.0413 0.7225 -2.0246  -0.36
C -6.9810 2.0696 -1.6117  -0.08
C -6.7842 2.2001 -0.0956  -1.27
H -5.7678 -3.5686 -5.8584  0.38
H -7.3537 -2.7839 -5.7592  0.28
H -5.8849 -1.9178 -6.2640  0.23
H -5.9998 -2.9599 -3.4458  0.43
H -4.8176 -1.9978 -4.1777  0.36
H -5.2076 0.2174 -5.8306  0.11
H -6.2912 1.4866 -6.3885  0.24
H -3.9202 2.2671 -4.6991  0.28
H -4.0579 2.5654 -6.4851  0.41
H -5.1122 3.3382 -5.4514  0.31
H -6.1267 2.5196 -2.1176  0.32
H -7.8813 2.6689 -1.7474  0.27
H -6.4282 3.2088 0.1139  0.35
H -7.6315 1.8857 0.5137  0.32
H -6.0028 1.4878 0.1693  0.32
C -5.5871 -10.3270 5.5327  -0.98
C -5.4241 -8.8996 4.9646  -0.33
O -4.0494 -8.5496 4.9809  -0.33
P -3.0991 -8.5412 3.6395  0.89
O -3.7489 -7.9362 2.4580  -0.72
O -1.7671 -7.7462 4.1621  -0.23
C -1.6482 -6.4071 3.8049  -0.34
C -2.0187 -5.5050 4.9025  -1.02
O -2.5862 -9.9967 3.5046  -0.24
C -1.7987 -10.3063 2.3555  -0.23
C -2.7464 -11.0473 1.4521  -1.20
H -5.1980 -11.0900 4.8586  0.26
H -5.1022 -10.4077 6.5056  0.27
H -6.6637 -10.4541 5.6464  0.37
H -5.7846 -8.7486 3.9471  0.35
H -5.9780 -8.2279 5.6203  0.30
H -0.5842 -6.2577 3.6219  0.30
H -1.9517 -6.1715 2.7849  0.37
H -1.7909 -4.4414 4.8314  0.38
H -3.0520 -5.6841 5.1995  0.24
H -1.4266 -5.8784 5.7380  0.26
H -1.4097 -9.4387 1.8226  0.30
H -0.9749 -10.9869 2.5703  0.33
H -3.0136 -12.0341 1.8303  0.30
H -3.6637 -10.5461 1.1431  0.31
H -2.2414 -11.2983 0.5193  0.39
C -0.7651 10.2537 3.9840  -1.42
C -0.2799 11.7095 4.2341  0.44
C -1.0826 12.8038 3.4409  -0.35
O -1.5007 13.7097 4.4309  -0.32
C -1.0800 13.3369 5.6135  0.69
O -1.2565 13.9903 6.6288  -0.57
O -0.5488 12.1155 5.5486  -0.35
H -1.7668 10.1041 4.3868  0.37
H -0.1664 9.5397 4.5495  0.36
H -0.7921 9.9144 2.9486  0.36
H 0.7961 11.6555 4.0688  0.22
H -1.8944 12.3334 2.8862  0.27
H -0.4765 13.2189 2.6357  0.29
C -1.5685 3.0138 1.8893  -1.57
C -1.0349 1.6534 1.5650  0.59
C 0.0820 1.7898 0.4822  -0.51
O 1.0197 0.9561 1.0408  -0.33
C 0.7273 0.5709 2.1845  0.71
O 1.3584 -0.1825 2.8320  -0.59
O -0.3557 1.1662 2.6887  -0.33
H -1.8627 3.5925 1.0138  0.41
H -0.8298 3.7086 2.2890  0.38
H -2.3932 3.1534 2.5883  0.33
H -1.8212 1.0461 1.1167  0.27
H 0.4895 2.7927 0.3550  0.32
H -0.3069 1.2833 -0.4011  0.31
C 6.5816 1.9200 2.8110  -1.43
C 6.1417 3.3590 3.1647  0.51
C 5.2234 3.8706 2.1330  -0.40
O 4.1690 4.4025 2.8618  -0.30
C 4.1750 4.0024 4.1548  0.67
O 3.2219 4.2446 4.9579  -0.60
O 5.3287 3.3350 4.3407  -0.35
H 7.0477 1.8912 1.8261  0.37
H 5.7353 1.2331 2.8230  0.36
H 7.2122 1.4536 3.5678  0.35
H 7.0298 3.9862 3.2423  0.23
H 4.8590 3.0937 1.4609  0.28
H 5.7853 4.6070 1.5584  0.30
C 5.0057 -5.5537 5.0827  -1.34
C 5.1419 -7.0678 4.9405  0.59
C 4.0463 -7.8972 5.5527  -0.43
O 3.6870 -8.7855 4.5241  -0.33
C 4.2383 -8.4577 3.3664  0.67
O 3.9596 -8.9537 2.2874  -0.56
O 5.0918 -7.3800 3.5538  -0.36
H 5.4925 -5.0677 5.9282  0.33
H 3.9499 -5.3210 5.2215  0.32
H 5.2771 -4.9466 4.2190  0.33
H 6.1437 -7.3457 5.2679  0.26
H 3.1502 -7.3168 5.7723  0.24
H 4.3238 -8.5161 6.4060  0.28

Atoms 1-3, force components in eV/Å:
C 0.35 1.27 -1.27
O 0.14 -0.18 0.63
C -0.81 -1.70 -1.38

## Properties
* E_LUMO: -0.01 eV
* frontier orbital gap: 0.3842 Eh
* molecular weight: 1317.1 g/mol
* SMILES string: CCOP(=O)(OCC)OCC.CCOP(=O)(OCC)OCC.CCOP(=O)(OCC)OCC.CCOP(=O)(OCC)OCC.C[C@H]1COC(=O)O1.C[C@H]1COC(=O)O1.C[C@H]1COC(=O)O1.C[C@H]1COC(=O)O1.COC(=O)OC.COC(=O)OC
* highest occupied orbital energy: -10.5 eV
* total energy: -156035.5363 eV

Record 3
Entry from the OMol25 dataset: an isolated molecule of C15H10N4OS at a distorted geometry (ωB97M-V/def2-TZVPD).

Each line ends with the natural charge from an NBO analysis.
CARTESIAN COORDINATES (ANGSTROEM)
O 0.1968 2.2584 -0.1858  -0.56
S 1.5040 -2.3859 -1.1111  0.00
N -4.1228 -1.9575 -2.7644  -0.44
N 2.4496 -0.8160 0.6525  -0.49
C 0.7155 1.2307 0.1734  0.71
C 1.4477 -1.0034 -0.2325  0.22
C -4.8520 -2.1376 -1.7057  0.20
C 2.4009 0.0875 1.5826  0.35
C 3.5066 0.0688 2.5633  -0.23
C 4.0424 1.3124 2.8674  -0.15
C 3.3343 2.4914 2.3798  -0.25
C 2.1314 2.5523 1.7537  -0.12
C -1.9208 -0.8992 -3.1486  -0.19
C -0.8068 -0.3450 -2.4977  -0.20
C -1.8861 -0.6362 -0.3383  -0.25
C -2.9617 -1.3323 -2.3376  0.08
C -2.9796 -1.2444 -0.9139  0.17
C -0.7308 -0.2772 -1.1256  0.15
N -4.1533 -1.7078 -0.5606  -0.55
N 0.4047 -0.0127 -0.3649  -0.50
C 1.4302 1.3236 1.4576  -0.44
H -5.8418 -2.5757 -1.7015  0.21
H 4.0975 -0.7611 2.8171  0.23
H 5.1017 1.4314 3.1595  0.23
H 3.8998 3.4369 2.4666  0.22
H 1.6430 3.4859 1.4169  0.25
H -2.0981 -0.8574 -4.1906  0.23
H -0.0867 0.2443 -3.1358  0.23
H -1.7891 -0.7371 0.6773  0.20
H -4.6269 -1.5158 0.2524  0.41
H 0.5502 1.2789 2.0946  0.28

Atoms 1-3, force components in eV/Å:
O -0.46 0.15 -1.03
S -0.50 0.34 -0.03
N -0.78 0.07 -0.23

## Properties
* energy relative to the best compared isomer or geometry (same formula, charge and spin): 35.8 kcal per mole
* E_LUMO: -1.16 eV
* frontier orbital gap: 0.2589 Eh
* molecular weight: 294.3 g/mol
* SMILES string: O=C1[C@@H]2C=CC=CC2=NC(=S)N1c1ccc2nc[nH]c2c1
* highest occupied orbital energy: -8.2 eV
* total energy: -34557.8880 eV